i) Below is 5 unconnected molecules or ions with the total composition CH14NO4, with properties calculated with ωB97M-V with the def2-TZVPD basis set.

Last column: Löwdin charge in e.
Geometry (Å):
C 0.380 -1.452 0.164  0.00
N 0.223 0.026 0.289  0.11
H 0.534 -1.728 -0.876  0.10
H -0.499 -1.934 0.552  0.10
H 1.374 -1.724 0.518  0.10
H 0.131 0.685 -0.513  0.14
H -0.643 0.258 0.787  0.12
H 1.038 0.510 0.673  0.15
H 0.579 4.802 -2.500  0.07
H 1.578 5.051 -1.485  0.07
O 1.138 4.303 -1.895  -0.03
H -0.709 -6.134 1.103  0.04
H -0.149 -4.820 1.645  0.03
O -0.935 -5.208 1.244  -0.06
H -3.240 0.724 0.768  0.04
H -3.484 0.188 2.226  0.06
O -2.821 0.550 1.616  -0.06
H 1.459 2.597 -1.524  0.00
H 2.496 1.643 -1.499  0.08
O 1.551 1.661 -1.295  -0.06

Results
Net charge = +1
Highest occupied orbital energy = -14.05 eV
M = 104.1 g/mol

ii) Below is 5 unconnected molecules or ions with the total composition CH14NO4, with properties calculated with ωB97M-V with the def2-TZVPD basis set.

Last column: Löwdin charge in e.
Geometry (Å):
C -1.664 -0.491 1.067  -0.04
N -0.765 -0.093 -0.020  0.11
H -2.505 -1.102 0.776  0.10
H -1.175 -0.837 1.967  0.08
H -1.976 0.419 1.594  0.10
H 0.056 -0.678 -0.169  0.10
H -0.512 0.884 0.096  0.08
H -1.164 -0.206 -0.967  0.12
H -0.975 -1.804 -2.949  0.06
H -0.329 -0.544 -3.521  0.05
O -1.026 -0.844 -2.928  -0.04
H 2.328 -0.380 1.744  0.06
H 1.251 0.060 2.872  0.06
O 1.433 -0.103 1.948  -0.03
H 2.289 -1.311 -1.371  0.07
H 1.893 0.072 -1.995  0.07
O 1.584 -0.662 -1.461  -0.04
H 0.965 2.076 1.336  0.03
H 0.062 3.203 1.195  0.08
O 0.230 2.341 0.786  -0.04

Results
Net charge = +1
Highest occupied orbital energy = -15.23 eV
M = 104.1 g/mol

iii) Below is 5 unconnected molecules or ions with the total composition CH14NO4, with properties calculated with ωB97M-V with the def2-TZVPD basis set.

Last column: Löwdin charge in e.
Geometry (Å):
C -0.330 1.747 -1.056  -0.03
N -0.578 1.013 0.204  0.15
H 0.722 1.808 -1.290  0.10
H -0.699 2.769 -0.972  0.10
H -0.881 1.352 -1.900  0.10
H -0.301 0.031 0.092  0.12
H 0.044 1.419 0.939  0.09
H -1.528 1.120 0.505  0.16
H 1.075 -2.583 2.003  0.04
H -0.190 -1.925 1.513  -0.01
O 0.631 -1.728 1.991  -0.08
H 1.470 -1.113 -2.531  0.06
H 0.501 -2.000 -3.269  0.07
O 0.569 -1.451 -2.476  -0.05
H -0.684 -2.046 -1.144  0.02
H -1.644 -2.835 -0.317  0.07
O -1.060 -2.069 -0.244  -0.07
H 1.517 1.626 2.823  0.08
H 0.515 2.790 2.840  0.08
O 0.851 2.075 2.289  -0.03

Results
Net charge = +1
Highest occupied orbital energy = -14.28 eV
M = 104.1 g/mol

iv) Below is 5 unconnected molecules or ions with the total composition CH14NO4, with properties calculated with ωB97M-V with the def2-TZVPD basis set.

Last column: Löwdin charge in e.
Geometry (Å):
C -1.633 -1.541 -0.346  0.02
N -0.711 -0.488 0.376  0.16
H -2.702 -1.306 -0.232  0.10
H -1.590 -1.573 -1.496  0.13
H -1.359 -2.469 0.079  0.07
H -1.215 -0.349 1.246  0.15
H -0.725 0.489 -0.067  0.13
H 0.165 -0.755 0.659  0.06
H -2.402 3.256 -6.230  0.04
H -1.963 4.518 -5.345  0.08
O -2.536 3.676 -5.356  -0.12
H -0.865 2.942 -1.017  0.12
H 0.579 2.371 -1.271  0.02
O -0.247 2.140 -0.927  -0.05
H 2.058 -0.582 2.177  0.10
H 1.443 -1.716 2.968  0.04
O 1.177 -1.043 2.357  -0.06
H 4.154 -2.161 3.436  0.05
H 4.237 -2.457 4.927  0.06
O 4.136 -2.953 4.064  -0.11

Results
Net charge = +1
Highest occupied orbital energy = -13.56 eV
M = 104.1 g/mol

Verdict on stability: iv) comes out at the bottom.

i) Below is a gas-phase ion, C4H8NO (charge +1), with properties calculated with ωB97M-V with the def2-TZVPD basis set.

Last column: Löwdin charge in e.
Geometry (Å):
C -1.681 -0.281 1.702  -0.01
O -1.251 0.452 0.554  -0.07
C -0.410 -0.141 -0.262  -0.15
C 0.410 0.722 -1.150  -0.10
N 1.563 -0.131 -1.465  0.14
C 1.331 0.273 -0.086  0.03
H -0.824 -0.500 2.341  0.10
H -2.186 -1.207 1.423  0.10
H -2.380 0.372 2.219  0.11
H -0.509 -1.207 -0.461  0.16
H 0.190 1.639 -1.669  0.17
H 2.331 0.323 -1.966  0.20
H 1.425 -1.107 -1.747  0.19
H 1.992 0.791 0.569  0.14

Results
Net charge = +1
Highest occupied orbital energy = -14.34 eV
M = 86.1 g/mol

ii) Below is a gas-phase ion, C4H8NO (charge +1), with properties calculated with ωB97M-V with the def2-TZVPD basis set.

Last column: Löwdin charge in e.
Geometry (Å):
C -2.144 -0.155 0.148  -0.08
N -0.777 0.084 0.534  0.01
C 0.581 0.008 -0.560  -0.06
C 1.462 1.143 -0.448  0.05
C 2.060 0.035 -0.065  -0.21
O 2.989 -0.725 0.413  0.17
H -2.530 0.452 -0.761  0.13
H -2.940 0.005 0.889  0.10
H -2.157 -1.264 -0.126  0.12
H -0.535 1.023 0.716  0.12
H -0.553 -0.615 1.315  0.20
H 0.241 -0.447 -1.496  0.14
H 1.571 2.135 -0.885  0.13
H 2.734 -1.680 0.326  0.18

Results
Net charge = +1
Highest occupied orbital energy = -14.54 eV
M = 86.1 g/mol

Verdict on stability: i) comes out at the bottom.

i) Below is a molecular structure, C2H6N4, with properties calculated with ωB97M-V with the def2-TZVPD basis set.

Last column: Löwdin charge in e.
Geometry (Å):
C -0.499 -0.258 0.275  -0.24
C 1.922 0.331 -0.161  -0.32
H -3.381 0.197 0.384  0.06
H -2.853 -1.255 0.039  0.08
H -0.154 -1.247 0.273  0.10
H 0.332 1.918 -0.357  0.26
H 2.580 1.170 -0.474  0.10
H 3.504 -0.821 -0.006  0.08
N -2.800 -0.282 -0.241  0.00
N -1.600 0.279 -0.014  -0.10
N 0.513 0.769 0.312  -0.04
N 2.435 -0.800 -0.030  0.03

Results
Highest occupied orbital energy = -8.38 eV
M = 86.1 g/mol

ii) Below is C2H6N4 in the gas phase, with properties calculated with ωB97M-V with the def2-TZVPD basis set.

Last column: Löwdin charge in e.
Geometry (Å):
C -0.046 0.654 -0.179  -0.55
N -0.769 1.829 -0.172  0.13
N 0.590 -2.095 0.161  0.05
C -0.222 -1.520 1.028  -0.21
N -0.305 -0.157 0.915  0.00
N 0.737 0.272 -1.112  0.10
H -0.421 2.587 -0.736  0.09
H -1.253 2.100 0.668  0.09
H 0.987 1.018 -1.755  0.05
H 0.902 -3.034 0.339  0.08
H 1.014 -1.564 -0.602  0.05
H -1.212 -0.090 1.445  0.12

Results
Highest occupied orbital energy = -8.08 eV
M = 86.1 g/mol

Verdict on stability: i) comes out at the bottom.

i) Below is a molecular structure, C14H18BClN8O4RuS2, with properties calculated with ωB97M-V with the def2-TZVPD basis set.

Last column: Löwdin charge in e.
Geometry (Å):
Ru -0.398 0.635 -1.813  0.94
C 4.079 -1.918 3.417  0.01
N 2.635 -2.000 3.625  -0.09
C 2.012 -2.748 4.543  0.05
C 0.650 -2.502 4.414  0.02
N 0.467 -1.616 3.431  0.02
B -0.926 -0.976 3.047  -0.39
N -1.397 -1.597 1.679  0.02
C -1.819 -2.893 1.496  0.00
C -2.242 -3.032 0.215  0.02
N -2.093 -1.801 -0.376  -0.10
C -2.487 -1.438 -1.726  -0.01
C -1.575 -0.952 0.529  -0.62
S -1.298 0.739 0.208  0.80
C 1.694 -1.281 2.910  -0.70
S 2.000 -0.272 1.648  0.91
H 4.547 -2.746 3.941  0.11
H 4.450 -0.973 3.807  0.11
H 4.291 -1.982 2.354  0.09
H 2.539 -3.398 5.222  0.15
H -0.169 -2.893 4.994  0.15
H -0.799 0.203 2.899  0.06
H -1.690 -1.298 3.910  0.09
H -1.796 -3.612 2.295  0.14
H -2.640 -3.879 -0.316  0.15
H -3.090 -2.238 -2.149  0.12
H -1.609 -1.337 -2.382  0.05
H -3.085 -0.528 -1.698  0.08
N -1.920 4.237 -3.008  0.15
C -3.032 3.559 -3.454  -0.02
C -2.824 2.245 -3.170  -0.06
N -1.600 2.120 -2.562  -0.06
C -1.077 3.340 -2.479  -0.23
C 0.236 3.404 -1.878  -0.22
N 0.724 2.238 -1.469  -0.07
C 1.998 2.447 -1.010  -0.06
C 2.273 3.774 -1.138  -0.01
N 1.155 4.361 -1.687  0.15
H -1.782 5.232 -3.080  0.18
H -3.856 4.063 -3.927  0.14
H -3.460 1.402 -3.376  0.12
H 2.616 1.646 -0.643  0.10
H 3.152 4.342 -0.892  0.14
H 1.064 5.340 -1.906  0.18
O 2.568 -1.523 -3.215  -0.20
Cl 1.253 -1.147 -2.937  0.73
O 0.912 0.199 -3.493  -0.40
O 0.270 -2.085 -3.339  -0.27
O 1.081 -0.860 -1.457  -0.49

Results
Net charge = +2
Highest occupied orbital energy (spin up / spin down) = -12.70 / -12.70 eV
M = 573.8 g/mol

ii) Below is a molecular structure, C14H18BClN8O4RuS2, with properties calculated with ωB97M-V with the def2-TZVPD basis set.

Last column: Löwdin charge in e.
Geometry (Å):
Ru 0.572 -0.693 -1.237  0.91
C -3.116 2.617 -1.789  -0.01
N -2.164 2.641 -0.685  -0.11
C -2.382 3.249 0.533  -0.02
C -1.260 3.067 1.260  -0.03
N -0.348 2.367 0.493  0.01
B 1.149 2.218 0.925  -0.43
N 1.012 -0.097 0.754  -0.37
C -1.419 -1.117 3.039  -0.10
C -1.574 -0.940 4.345  -0.01
N -0.517 -1.071 5.306  -0.12
C -0.860 -1.585 6.662  0.05
C 0.668 -0.679 5.052  -0.59
S 2.059 -0.204 4.744  1.13
C -0.924 2.115 -0.691  -0.64
S -0.319 1.251 -2.083  0.72
H -4.111 2.784 -1.387  0.10
H -3.074 1.648 -2.278  0.07
H -2.881 3.397 -2.511  0.11
H -3.301 3.762 0.753  0.13
H -1.007 3.409 2.247  0.13
H 1.419 3.062 1.731  0.08
H 1.840 2.178 -0.057  0.06
H -2.228 -1.013 2.331  0.13
H -2.541 -0.734 4.779  0.14
H -1.571 -0.899 7.117  0.11
H 0.045 -1.635 7.259  0.11
H -1.293 -2.575 6.550  0.12
N 3.509 -0.737 -4.049  0.15
C 4.255 0.024 -3.178  -0.02
C 3.491 0.203 -2.066  -0.05
N 2.300 -0.446 -2.257  -0.05
C 2.333 -1.001 -3.462  -0.23
C 1.128 -1.699 -3.864  -0.24
N 0.151 -1.703 -2.968  -0.06
C -0.921 -2.342 -3.538  -0.06
C -0.570 -2.737 -4.791  -0.02
N 0.728 -2.319 -4.984  0.15
H 3.807 -1.028 -4.966  0.18
H 5.244 0.366 -3.425  0.14
H 3.703 0.750 -1.164  0.12
H -1.848 -2.485 -3.012  0.13
H -1.113 -3.272 -5.549  0.13
H 1.263 -2.460 -5.825  0.18
O -0.193 -1.498 2.551  -0.19
Cl 0.096 -1.283 0.888  0.84
O 1.289 0.865 1.682  -0.14
O 0.711 -2.552 0.552  -0.27
O -1.240 -1.168 0.264  -0.34

Results
Net charge = +2
Highest occupied orbital energy = -13.00 eV
M = 573.8 g/mol

Verdict on stability: ii) comes out at the bottom.

i) Below is C5H6N2 in the gas phase, with properties calculated with ωB97M-V with the def2-TZVPD basis set.

Last column: Löwdin charge in e.
Geometry (Å):
H 1.765 -1.859 0.674  0.07
N 1.050 -1.662 1.465  0.12
C 0.367 -0.873 0.715  -0.49
C -0.863 -0.160 1.185  -0.01
C -1.323 0.589 0.203  -0.01
C -0.269 0.723 -0.904  -0.28
C -0.005 1.633 -1.913  0.06
N 0.698 -0.284 -0.496  0.04
H -1.345 -0.625 2.019  0.11
H -2.179 1.152 0.083  0.08
H 1.031 1.360 -2.347  0.09
H -0.728 2.323 -2.142  0.02
H 1.782 -0.208 -0.783  0.21

Results
Highest occupied orbital energy = -8.48 eV
M = 94.1 g/mol

ii) Below is C5H6N2 in the gas phase, with properties calculated with ωB97M-V with the def2-TZVPD basis set.

Last column: Löwdin charge in e.
Geometry (Å):
C 3.391 0.030 -0.030  0.01
C 2.158 0.105 0.383  -0.21
N 0.996 -0.009 0.610  0.08
N -0.049 1.021 0.800  -0.04
C -0.589 1.468 -0.476  0.01
C -1.273 0.549 0.128  -0.26
C -2.220 -0.449 0.575  -0.05
H 3.502 0.234 -1.043  0.03
H 4.116 -0.292 0.601  0.01
H -0.291 2.171 -1.289  0.12
H -1.894 -1.517 0.296  0.11
H -3.090 -0.498 0.014  0.04
H -2.385 -0.476 1.736  0.13

Results
Highest occupied orbital energy = -7.91 eV
M = 94.1 g/mol

iii) Below is C5H6N2 in the gas phase, with properties calculated with ωB97M-V with the def2-TZVPD basis set.

Last column: Löwdin charge in e.
Geometry (Å):
C 2.035 0.026 0.033  -0.05
C 0.522 0.063 -0.086  -0.32
C -0.197 -1.161 -0.150  -0.10
N -1.487 -1.222 0.034  0.07
C -2.074 -0.035 0.042  -0.14
C -1.376 1.189 -0.073  -0.12
N -0.043 1.254 -0.057  0.11
H 2.519 -0.675 -0.684  0.08
H 2.370 -0.405 1.008  0.09
H 2.585 0.966 -0.017  0.07
H 0.310 -2.101 -0.130  0.11
H -3.151 -0.025 0.093  0.09
H -2.013 2.126 -0.014  0.12

Results
Highest occupied orbital energy = -9.56 eV
M = 94.1 g/mol

iv) Below is C5H6N2 in the gas phase, with properties calculated with ωB97M-V with the def2-TZVPD basis set.

Last column: Löwdin charge in e.
Geometry (Å):
N -0.433 0.315 -2.271  0.04
C -0.286 0.258 -0.816  -0.28
C -1.293 -0.077 0.101  -0.03
C -0.856 -0.429 1.377  -0.07
C 0.513 -0.391 1.706  -0.18
N 1.398 -0.008 0.825  0.03
C 1.070 0.132 -0.424  -0.13
H 0.426 0.816 -2.640  0.09
H -1.164 1.064 -2.485  0.10
H -2.263 -0.230 -0.255  0.09
H -1.442 -0.916 2.192  0.11
H 0.995 -0.423 2.732  0.12
H 1.808 0.577 -1.089  0.11

Results
Highest occupied orbital energy = -8.76 eV
M = 94.1 g/mol

Verdict on stability: ii) comes out at the bottom.